1.
{
  "formula": "C3H7N2P",
  "method": "ωB97M-V with the def2-TZVPD basis set",
  "relative_energy_kj_mol": 21.5,
  "fmax_ev_per_a": 4.08,
  "smiles": "[H]/N=C\\C/C=N/P",
  "orbital_gap_ev": 10.01,
  "mol_weight_g_mol": 102.1,
  "total_energy_ha": -569.28335,
  "elements": ["H", "N", "C", "C", "C", "N", "P", "H", "H", "H", "H", "H", "H"],
  "positions_angstrom": [[1.516, -0.266, -1.142], [1.136, -1.217, -1.501], [-0.040, -1.579, -1.176], [-1.023, -0.840, -0.365], [-0.421, 0.175, 0.500], [-0.112, 1.286, -0.009], [0.544, 2.700, 0.625], [-0.489, -2.591, -1.411], [-1.493, -1.824, 0.159], [-1.796, -0.541, -1.102], [-0.295, -0.056, 1.494], [1.494, 3.085, -0.294], [1.543, 2.193, 1.407]],
  "forces_ev_per_a": [[-1.58, -1.90, -0.61], [0.35, 0.32, 0.33], [1.64, -0.15, -0.53], [-2.29, -3.34, 0.47], [-0.82, 1.62, -1.92], [0.21, -0.02, -0.96], [-1.18, 0.50, 0.80], [1.19, 0.91, -0.58], [0.57, 2.77, -0.26], [0.27, 0.44, 0.70], [0.58, -0.62, 2.54], [0.25, -0.08, -1.05], [0.82, -0.43, 1.07]]
}

***

2.
{
  "formula": "C2H2GdLiO2",
  "method": "ωB97M-V with the def2-TZVPD basis set",
  "multiplicity": 8,
  "relative_energy_kj_mol": 61.8,
  "fmax_ev_per_a": 4.25,
  "total_charge": 2,
  "orbital_gap_ev": [7.40, 5.59],
  "mol_weight_g_mol": 222.2,
  "total_energy_ha": -1000.43158,
  "elements": ["O", "C", "C", "O", "Li", "Gd", "H", "H"],
  "positions_angstrom": [[1.026, 0.071, 0.145], [1.264, 0.292, -0.989], [1.434, 0.519, -2.255], [-2.354, -0.857, 3.018], [-3.970, -0.927, 3.528], [-0.513, -0.326, 2.084], [1.598, -0.324, -2.928], [1.514, 1.551, -2.601]],
  "forces_ev_per_a": [[-0.63, -0.25, 1.42], [0.15, 0.29, -2.17], [0.15, -0.07, 0.78], [3.71, 0.94, -1.86], [-0.84, -0.07, 0.26], [-2.47, -0.81, 1.43], [-0.04, 0.21, 0.12], [-0.02, -0.25, 0.03]]
}

***

3.
{
  "formula": "C4H12",
  "method": "ωB97M-V with the def2-TZVPD basis set",
  "relative_energy_kj_mol": 18.8,
  "fmax_ev_per_a": 0.98,
  "smiles": "CC.CC",
  "orbital_gap_ev": 12.86,
  "mol_weight_g_mol": 60.1,
  "total_energy_ha": -159.57780,
  "elements": ["C", "C", "H", "H", "H", "H", "H", "H", "C", "C", "H", "H", "H", "H", "H", "H"],
  "positions_angstrom": [[1.255, 1.464, -1.098], [1.882, 0.059, -1.005], [0.847, 1.625, -2.099], [0.512, 1.634, -0.328], [2.014, 2.247, -0.961], [2.455, -0.028, -0.081], [1.074, -0.675, -0.952], [2.555, -0.112, -1.844], [-1.597, -0.009, 1.058], [-1.541, -1.542, 1.073], [-2.444, 0.391, 0.499], [-1.616, 0.473, 2.039], [-0.736, 0.321, 0.479], [-2.207, -1.948, 0.304], [-1.911, -1.973, 2.007], [-0.543, -1.928, 0.908]],
  "forces_ev_per_a": [[0.90, 0.10, -0.28], [-0.43, 0.72, 0.46], [-0.30, 0.00, 0.21], [-0.22, -0.01, -0.10], [-0.06, -0.21, -0.03], [0.05, -0.08, -0.03], [0.27, -0.19, -0.29], [-0.14, -0.24, -0.01], [0.24, 0.01, -0.52], [-0.96, -0.09, 0.21], [-0.22, -0.24, 0.14], [0.25, -0.20, -0.08], [0.06, 0.32, 0.34], [0.28, 0.00, -0.04], [0.10, 0.11, 0.04], [0.17, 0.00, -0.02]]
}

***

4.
{
  "formula": "C24H44N7OSTeV",
  "method": "ωB97M-V with the def2-TZVPD basis set",
  "multiplicity": 2,
  "relative_energy_kj_mol": 0.0,
  "fmax_ev_per_a": 0.74,
  "total_charge": 1,
  "orbital_gap_ev": [7.30, 6.64],
  "mol_weight_g_mol": 657.3,
  "total_energy_ha": -3009.50331,
  "elements": ["V", "C", "C", "N", "C", "C", "N", "C", "C", "C", "N", "C", "C", "N", "C", "H", "H", "H", "H", "H", "H", "H", "H", "H", "H", "H", "H", "H", "H", "H", "H", "H", "H", "H", "H", "H", "H", "H", "H", "C", "N", "C", "C", "S", "N", "C", "C", "H", "H", "H", "H", "H", "H", "H", "H", "H", "H", "H", "H", "C", "Te", "C", "C", "C", "C", "C", "C", "C", "H", "H", "H", "H", "H", "H", "H", "H", "O", "C", "N"],
  "positions_angstrom": [[-0.253, -0.404, 0.066], [-0.490, 2.855, 1.517], [-1.069, 1.705, 2.372], [-1.453, 0.444, 1.671], [-1.718, -0.622, 2.682], [-1.860, -1.998, 2.047], [-0.772, -2.262, 1.076], [0.377, -3.038, 1.612], [1.110, -2.384, 2.776], [1.790, -1.015, 2.565], [1.616, -0.407, 1.225], [2.243, 0.939, 1.201], [1.927, 1.642, -0.105], [0.479, 1.537, -0.424], [-0.345, 2.688, 0.010], [0.484, 3.129, 1.927], [-1.115, 3.737, 1.658], [-1.933, 2.065, 2.930], [-0.329, 1.411, 3.116], [-2.313, 0.606, 1.151], [-2.608, -0.390, 3.271], [-0.871, -0.610, 3.368], [-2.803, -2.066, 1.510], [-1.881, -2.750, 2.840], [-1.155, -2.805, 0.310], [1.046, -3.210, 0.769], [0.030, -4.015, 1.956], [1.870, -3.102, 3.088], [0.422, -2.316, 3.622], [2.856, -1.097, 2.787], [1.393, -0.296, 3.283], [2.094, -0.988, 0.536], [3.324, 0.881, 1.350], [1.834, 1.493, 2.047], [2.462, 1.153, -0.919], [2.261, 2.682, -0.066], [0.396, 1.509, -1.446], [-1.319, 2.563, -0.466], [0.078, 3.618, -0.380], [1.322, 0.595, -6.763], [1.003, 1.400, -5.581], [2.157, 1.762, -4.764], [-0.246, 1.572, -5.136], [-0.591, 1.945, -3.512], [-1.245, 1.435, -6.053], [-1.150, 2.085, -7.362], [-2.616, 1.214, -5.614], [2.122, -0.094, -6.491], [1.659, 1.206, -7.601], [0.456, 0.014, -7.062], [3.003, 1.909, -5.434], [2.393, 0.967, -4.057], [1.962, 2.683, -4.223], [-0.184, 2.561, -7.489], [-1.917, 2.861, -7.421], [-1.310, 1.378, -8.178], [-2.636, 0.538, -4.766], [-3.164, 0.762, -6.441], [-3.105, 2.153, -5.338], [-3.635, 1.334, -1.735], [-2.386, -0.404, -1.746], [-4.180, -1.305, -0.948], [-5.320, -0.485, -1.512], [-6.614, -0.984, -1.632], [-7.621, -0.196, -2.170], [-7.338, 1.095, -2.598], [-6.052, 1.601, -2.474], [-5.041, 0.818, -1.923], [-3.306, 2.006, -2.525], [-3.521, 1.846, -0.777], [-4.176, -1.275, 0.142], [-4.236, -2.346, -1.263], [-6.832, -1.997, -1.312], [-8.623, -0.594, -2.267], [-8.119, 1.705, -3.034], [-5.831, 2.608, -2.810], [2.058, -1.852, -3.313], [1.410, -1.584, -2.365], [0.747, -1.310, -1.403]],
  "forces_ev_per_a": [[-0.03, -0.07, -0.40], [-0.04, 0.00, 0.02], [0.03, -0.25, -0.18], [-0.13, 0.07, 0.34], [0.12, 0.24, -0.20], [0.18, -0.01, -0.17], [-0.05, -0.16, 0.42], [-0.14, 0.23, -0.14], [0.02, 0.01, 0.02], [-0.12, 0.04, -0.26], [0.29, 0.07, 0.21], [-0.19, -0.25, 0.03], [-0.34, -0.12, -0.05], [0.20, 0.50, 0.18], [0.06, -0.29, -0.10], [-0.01, 0.02, 0.02], [-0.01, 0.01, 0.01], [-0.06, 0.05, 0.07], [0.04, 0.00, 0.00], [-0.04, 0.04, 0.03], [-0.06, 0.01, 0.05], [0.00, -0.02, 0.00], [-0.05, 0.03, -0.03], [-0.02, -0.04, 0.01], [-0.02, -0.03, 0.02], [0.04, 0.03, -0.03], [-0.02, -0.07, 0.01], [-0.01, -0.02, 0.01], [0.03, 0.00, 0.02], [0.06, -0.02, 0.03], [-0.03, 0.03, 0.01], [0.04, 0.01, 0.01], [0.07, 0.00, 0.01], [0.00, 0.01, 0.01], [0.04, -0.02, -0.03], [0.00, 0.06, 0.00], [0.04, -0.01, 0.02], [-0.02, -0.03, 0.02], [0.03, 0.06, -0.05], [-0.02, -0.01, 0.21], [0.32, 0.09, -0.12], [-0.14, 0.01, -0.13], [-0.27, -0.08, 0.13], [0.07, 0.09, -0.20], [-0.07, 0.02, 0.01], [0.02, -0.06, 0.08], [0.08, 0.08, -0.05], [-0.01, -0.02, 0.00], [0.00, 0.05, -0.01], [-0.04, 0.00, -0.02], [0.03, 0.00, 0.03], [0.03, -0.07, 0.06], [-0.03, -0.02, 0.00], [0.03, -0.01, 0.03], [-0.01, 0.00, -0.01], [0.00, -0.03, 0.02], [0.00, -0.03, 0.02], [0.00, 0.00, 0.00], [-0.01, 0.01, 0.02], [-0.11, 0.08, -0.07], [-0.09, -0.16, 0.07], [-0.17, 0.01, -0.08], [0.07, -0.06, 0.02], [0.04, -0.01, -0.01], [0.04, 0.03, -0.01], [0.00, -0.05, 0.01], [0.04, -0.02, 0.04], [0.07, 0.07, 0.02], [-0.01, -0.03, 0.01], [-0.04, 0.04, 0.01], [-0.01, 0.03, 0.03], [-0.01, -0.02, 0.02], [0.02, 0.03, -0.02], [0.03, 0.01, 0.00], [0.02, -0.01, 0.01], [0.00, -0.02, 0.02], [0.09, 0.01, -0.15], [-0.45, 0.18, 0.46], [0.56, -0.27, -0.40]]
}